(1)
DFT (ωB97M-V/def2-TZVPD) results for 11 unconnected molecules or ions with the total composition C62H145N2O36P9 at a distorted geometry.

Computed properties:
- charge = 0
- SMILES = CCOP(=O)(OCC)OCC.CCOP(=O)(OCC)OCC.CCOP(=O)(OCC)OCC.CCOP(=O)(OCC)OCC.CCOP(=O)(OCC)OCC.CCOP(=O)(OCC)OCC.CCOP(=O)(OCC)OCC.CCOP(=O)(OCC)OCC.CCOP(=O)(OCC)OCC.c1cc[nH]c1.c1cc[nH]c1

Cartesian coordinates (Å):
H (-6.54293, -0.94846, -6.31494)
O (2.06250, -7.32410, 3.22247)
C (1.23125, -0.31351, -8.22924)
C (0.03312, -6.84019, -1.92452)
H (-8.25128, -0.90879, 0.07557)
H (2.79251, -4.38011, -8.77454)
N (-4.71855, -1.95936, -6.45063)
C (1.95686, -1.59046, -3.77814)
H (1.31743, 2.12049, 0.03305)
H (3.50142, -3.23010, -0.46568)
H (3.53609, 1.92884, -1.50137)
H (0.69294, -7.05657, 6.99223)
H (3.00707, 1.99661, 8.46025)
H (1.21946, 4.25775, 4.50027)
O (-1.79488, -1.52683, 5.16083)
C (-3.20329, 0.24969, 1.00646)
H (-4.95669, 0.85607, 4.41430)
H (-3.21140, -0.40716, -3.54395)
H (-3.01952, -5.99767, 1.62571)
H (1.34290, -3.54127, 1.45850)
C (1.22476, -2.93993, 2.38774)
H (4.69671, 5.08064, 2.81905)
O (-0.50749, -7.32627, 3.38013)
C (0.38994, -0.36808, 7.71201)
H (8.34444, 1.67100, -3.93233)
C (-6.86607, 2.06573, -3.40867)
H (-3.72852, 1.23690, 7.12051)
H (-1.98795, -7.38525, 1.29393)
H (0.51398, 1.04944, -4.21040)
C (1.17225, -7.46282, 6.12328)
C (0.51127, 0.48817, 3.09880)
H (-1.67122, 1.72772, 0.84198)
H (0.49412, 0.14756, -10.08997)
O (5.03763, -0.36212, -0.56057)
H (-2.00569, -5.82452, 3.92334)
P (-0.13596, -0.49918, -0.93926)
H (-0.70076, 4.53394, 3.84023)
H (1.52809, -2.07342, 8.35124)
H (4.72853, -2.39943, -7.45813)
C (-1.67104, 6.50935, -7.24372)
H (-0.81287, 6.49990, -6.63413)
H (-0.04440, 1.46288, -5.90032)
H (0.24589, 0.43782, 2.04383)
H (6.43992, 1.31666, 3.73951)
H (8.01286, 2.58077, -2.48299)
H (-1.87365, 5.40561, 1.70498)
C (-6.86144, 1.03444, -4.43255)
H (-5.82963, 2.24504, -3.11635)
O (2.36106, 4.16281, 1.30228)
O (-3.90455, 3.50747, -4.92038)
O (2.87011, 2.51031, 5.82484)
H (1.69592, -3.60802, -4.55935)
H (-0.95803, -5.09081, -2.82263)
H (-6.32418, 0.18589, -4.10567)
C (7.56743, 2.26544, -3.41131)
H (-7.13083, -2.85617, -4.41882)
H (-7.89753, 0.63912, -4.61045)
H (2.21427, 0.45567, -10.01188)
C (-8.96614, 3.07665, 0.07504)
C (2.00081, 0.62734, 3.34911)
H (-5.84645, 1.57645, 5.73664)
O (-5.99896, 2.54605, -0.48297)
O (0.42887, 0.87411, -1.32379)
H (-3.60190, -0.57984, 0.46191)
H (-4.07437, 0.95820, 1.10695)
H (-2.36875, 7.19174, -6.72092)
O (7.42426, -0.18239, 0.12689)
C (-3.09300, 4.68394, -1.76864)
P (-2.48474, 3.90842, -4.87371)
H (4.59435, -1.79689, -1.88428)
P (6.26208, 0.59020, -0.64680)
P (1.08269, 4.96452, 1.78733)
O (-2.47559, -0.96083, 7.57469)
H (1.50399, -5.50390, 0.66755)
H (8.60746, 1.50186, 0.48839)
H (0.61655, -8.29702, 5.74617)
C (-6.23363, -2.75898, -5.02199)
O (-6.69872, 0.08684, -0.66602)
O (0.18137, 3.76216, 2.19744)
H (-9.33324, 2.90056, 2.11941)
H (2.73300, -1.09033, -3.21027)
O (1.02911, -6.30798, 5.18434)
H (4.58692, 2.73650, 6.94907)
H (4.16440, -3.88698, -6.58130)
O (-2.25717, 5.23458, -4.03559)
H (2.95540, 4.95433, 4.28223)
H (-2.97591, -0.06173, 2.00862)
H (9.10298, -0.78445, 1.83034)
C (2.93543, 3.02225, 8.22174)
H (3.67310, 4.22849, 6.56617)
H (9.10030, 0.33394, -0.86412)
H (0.26414, -2.47449, 2.53899)
H (1.51184, 1.90808, -5.24595)
H (-10.01160, 2.83057, -0.08626)
H (2.67801, -8.80273, 6.75926)
H (10.52864, -0.10427, 1.44960)
H (6.18394, -0.91644, 2.63856)
C (-8.84184, 3.63101, 1.47792)
C (1.82839, 5.16654, 4.38068)
C (0.45267, 1.76376, -4.96705)
C (1.30333, -3.98647, 3.55378)
C (-3.16180, 5.62898, -2.94115)
H (-6.43105, -2.04521, -1.99089)
H (0.98359, -3.59320, 4.55762)
H (4.57335, 3.33941, 2.57468)
O (2.30365, 0.37131, 4.70192)
H (4.57761, -1.11622, 3.48111)
H (1.92294, 3.32174, 8.19017)
C (-2.17011, -1.61133, -2.23564)
H (1.43446, -7.63741, -0.57926)
C (-7.13319, -2.14443, -1.14813)
H (-1.84043, -3.88158, 4.07831)
O (-7.74012, 1.78479, -2.23963)
O (-1.14396, -0.59137, -2.17202)
C (2.62584, -7.79934, 6.34623)
H (9.86529, -1.31652, 0.34971)
H (-1.36551, 2.97616, 3.25000)
H (-4.90219, -4.37228, -4.28742)
C (5.26500, -0.36602, 3.01484)
O (1.47983, 5.76453, 3.12686)
C (-0.08854, 3.03500, -4.41222)
C (3.72097, 4.65805, 0.99767)
H (-7.14907, 3.02191, -3.78975)
C (5.63244, 0.69726, 4.12548)
H (-8.33782, -0.52948, -1.70039)
H (-2.35696, 3.89932, 1.15736)
H (5.69348, 4.45673, 1.64179)
H (-2.21936, -2.12121, -1.23090)
H (3.31496, -3.18177, -4.38956)
O (-0.92417, -0.18261, 0.40062)
C (-0.38585, -5.56778, -2.06139)
H (-2.31153, 4.60569, -8.27252)
H (-5.11078, -0.08281, 5.90367)
C (-4.99996, 0.95170, 5.50021)
C (9.57640, -0.40592, 0.97004)
H (-3.56876, 3.72119, -2.00684)
H (2.31770, -3.46165, -2.88970)
C (-2.70915, -3.32251, 3.79377)
H (-9.33946, 4.55688, 1.56226)
H (-7.84170, 3.84317, 1.82586)
C (-3.46285, -1.05177, -2.72862)
C (3.52537, -3.57015, -8.77016)
H (2.19104, 7.11705, 5.18671)
C (-7.70749, -0.86231, -0.85182)
C (2.52713, 1.87451, -1.84124)
P (-7.08562, 1.62948, -0.82941)
H (5.88778, -2.27070, -0.67978)
C (-5.98360, -1.76244, -5.91728)
P (2.79150, -1.01528, -6.13084)
O (0.55668, 5.92641, 0.82808)
H (-8.51402, 3.73648, -0.64547)
H (-2.52155, -7.51828, 3.62908)
H (-6.48513, -2.51693, -0.33714)
C (-2.32930, 5.11754, -7.28545)
H (0.15753, -2.54846, 7.25688)
H (-3.99189, -0.47929, -1.96285)
C (-2.99592, -2.21888, 4.80823)
O (-2.62643, 0.75738, 5.60520)
H (4.05865, -2.37353, 1.04072)
O (4.51134, 1.55960, 4.36613)
H (0.09007, -0.39099, 3.69802)
H (0.24452, -0.16821, -7.77995)
O (0.47035, -5.07810, 3.21438)
H (2.57607, -0.09343, 2.69909)
C (3.80057, -2.29397, -0.02111)
H (7.31751, 3.17285, -4.00137)
H (-7.90585, -2.88640, -1.39113)
N (0.87430, -6.85821, -0.82712)
H (-3.64872, 5.15261, -0.94891)
O (6.70772, 0.49828, -2.11347)
C (-1.83121, -6.73626, 3.29341)
H (-3.17288, -3.41588, -6.12735)
H (0.04502, -3.73460, -0.80707)
H (5.87981, 1.12417, -3.96031)
H (1.39669, -1.34306, -8.56228)
C (3.63756, 3.20515, 6.88168)
H (2.91640, -1.66462, 0.01648)
H (-1.50044, 6.95680, -8.22170)
H (6.02954, 0.23514, 5.03468)
H (-0.23045, -7.75941, -2.52335)
H (-6.52937, 1.43202, -5.40192)
H (3.09490, -7.13444, 7.09463)
H (1.54072, -1.68638, 6.62780)
H (-4.03874, -1.90518, -3.05609)
O (5.95140, 1.94821, -0.18145)
P (0.86886, -6.58294, 3.65963)
O (2.75456, -2.45793, -6.72525)
H (0.09421, 1.32662, 3.64191)
O (2.35827, -0.09328, -7.32030)
C (-2.16649, 4.44588, 2.09556)
H (4.77738, 0.06710, 2.14918)
H (3.61579, 5.71105, 0.73869)
H (-3.49704, -2.60341, 5.70500)
H (-3.71443, -1.47137, 4.45398)
H (2.34437, -4.27001, 3.76978)
P (3.44441, 1.12198, 5.47247)
O (3.93156, 0.34421, 6.57512)
O (-1.54485, 2.82174, -4.29526)
H (-1.27506, -5.82917, 1.35878)
O (0.82013, -1.59884, -0.76061)
O (-1.73392, 4.23896, -6.25980)
H (1.27838, 0.25252, 7.63955)
C (-4.13439, -3.06261, -5.89172)
H (-0.11351, -0.14541, 8.68502)
H (5.59935, 2.25669, -2.57981)
C (4.94219, -1.77909, -0.86890)
H (-4.16643, 5.67568, -3.40479)
C (4.71556, 4.28570, 2.08291)
H (-1.80196, -2.34575, -2.94579)
H (1.06768, -1.54687, -3.20290)
C (6.27409, 1.58173, -3.05730)
H (3.06429, -2.73372, -9.21590)
H (2.08249, 0.48450, -0.36804)
H (-3.03398, 4.47372, 2.74216)
C (1.62665, 6.21896, 5.42537)
O (1.60783, -0.96307, -5.07432)
C (0.99150, -5.58173, -0.25532)
C (-1.04204, 3.94744, 2.95415)
C (-1.96082, 0.80691, 0.34925)
H (3.24255, -7.73374, 5.44204)
H (-2.83484, 6.60637, -2.54358)
H (0.24170, 3.22950, -3.41253)
H (2.46338, 1.12659, -2.72774)
H (4.31727, -3.87948, -9.40342)
C (0.87568, -1.75769, 7.48066)
H (1.97407, -2.12680, 2.52174)
H (-3.60214, 2.58075, 6.02894)
H (-4.28648, -1.34975, -7.15934)
C (1.28436, 0.54710, -9.41797)
C (3.89443, -3.11037, -7.31213)
H (3.54423, 3.65768, 8.86335)
O (4.10078, -0.59266, -5.62341)
C (-5.06234, -3.56210, -5.01000)
C (-2.03679, -6.44136, 1.76990)
H (2.27881, 1.66101, 3.06158)
P (-1.87294, -0.45845, 6.35571)
H (1.89631, 5.80085, 6.40078)
H (-2.51955, -2.80290, 2.87168)
C (2.34608, -3.04868, -3.88857)
H (0.13335, 3.94149, -4.98291)
C (8.70703, 0.45860, 0.15604)
H (-2.05217, 4.62660, -1.48143)
H (-3.38208, 5.21865, -6.99095)
H (0.59095, 6.52026, 5.48365)
C (-3.74975, 1.49238, 6.11239)
H (-2.13150, 1.09765, -0.64539)
H (2.21090, 2.80353, -2.29105)
C (1.56391, 1.39114, -0.72639)
H (1.14616, 1.59007, -9.18874)
O (-0.42938, 0.14355, 6.55526)
H (-3.51910, -4.06833, 3.67758)
H (3.90189, 4.13582, 0.02915)
C (0.16952, -4.79497, -1.02222)
O (-8.35802, 1.71935, 0.06189)

Cartesian forces (eV/Å) of the 3 atoms listed first:
H -0.5 0.3 0.1
O -0.7 0.4 -1.1
C 1.0 -1.4 0.7

(2)
DFT (ωB97M-V/def2-TZVPD) results for C18H18N2OS in the gas phase at a distorted geometry.

Computed properties:
- ΔE to the lowest compared entry with this formula, charge and spin (kcal/mol) = 24.62
- charge = 0
- SMILES = CCCOc1ccc(-c2nc(-c3ccc(N)cc3)cs2)cc1

Cartesian coordinates (Å):
C (0.03649, 1.16047, 0.00682)
C (5.66705, -1.62698, 0.08296)
H (-4.46590, 2.17970, 0.12313)
H (-2.09663, 2.82132, -0.13521)
C (2.23102, 0.88667, -0.09376)
H (7.65949, -2.02655, 0.25388)
C (-2.36242, 1.79152, 0.05490)
C (-5.21118, -2.37612, -1.53081)
H (-6.82735, -1.24012, 1.33880)
H (-0.95238, -1.24119, 0.47896)
H (6.80261, 0.16665, -0.20677)
H (2.98751, 2.92765, -0.47546)
S (0.56948, 2.81865, -0.29487)
C (-3.05256, -0.85215, 0.54164)
H (-3.29033, -1.88730, 0.72809)
H (2.28490, -1.73308, 0.25410)
C (-6.37608, -1.97205, -0.63533)
H (-6.98662, -1.22620, -1.14769)
C (-1.35791, 0.82647, 0.15345)
O (-5.38748, -0.08916, 0.57851)
C (3.41937, 0.04948, -0.03871)
N (6.76749, -2.45686, 0.07296)
H (-4.57405, -1.52170, -1.74675)
C (-4.05330, 0.11257, 0.43918)
C (-3.68361, 1.44065, 0.19605)
N (1.00684, 0.31966, 0.07819)
H (-7.00299, -2.84285, -0.43312)
C (-1.72760, -0.49560, 0.40074)
H (6.64703, -3.37000, 0.47949)
C (4.70672, 0.57101, -0.16724)
C (3.27862, -1.32633, 0.15198)
C (5.81048, -0.25107, -0.10665)
H (-5.58594, -2.76855, -2.47325)
C (2.18404, 2.24034, -0.30898)
H (4.25439, -3.21418, 0.36084)
H (4.84982, 1.63109, -0.31125)
H (-5.26125, -2.06377, 1.23200)
H (-4.60845, -3.14815, -1.05712)
C (-5.94134, -1.38357, 0.71100)
C (4.37911, -2.15059, 0.21267)

Cartesian forces (eV/Å) of the 3 atoms listed first:
C 0.6 1.1 -0.2
C -0.3 0.2 -0.1
H -0.1 0.1 0.0

Number 1: gap between HOMO and LUMO 8.455 eV. Number 2: gap between HOMO and LUMO 7.783 eV.